The following is a quantum chemistry calculation of a structure of composition C21H23FeN2 in a non-equilibrium geometry, from the OMol25 dataset.

Its expectation value of S² is 6.067. As for the multiplicity: 5. The calculation puts the orbital gap (spin up / spin down) at 2.0 / 6.7 eV. Its total charge is -1. For the HOMO energy (spin up / spin down), the calculation gives 0.54 / -5.55 eV. The value obtained for the LUMO energy (spin up / spin down) is 2.59 / 1.14 eV.

Element x y z (Å)
C1 -3.575528 -1.853683 -2.935235
C2 -2.867826 -3.066406 -2.919155
C3 -1.468122 -3.073707 -2.904699
C4 -0.779422 -1.840572 -2.914842
C5 0.688444 -1.751214 -2.892441
N1 1.385480 -0.639638 -2.760427
C6 2.811660 -0.996589 -2.875554
C7 2.873110 -2.520624 -2.975697
N2 1.466439 -2.859679 -3.002011
C8 -1.482713 -0.627650 -2.931888
C9 -2.879657 -0.633875 -2.938246
H1 -4.667521 -1.859996 -2.946555
H2 -3.410624 -4.013008 -2.914502
H3 -0.927189 -4.024193 -2.873963
H4 3.260568 -0.554609 -3.778835
H5 3.355861 -0.633895 -1.993472
H6 3.369627 -2.860779 -3.886261
H7 3.356408 -2.941364 -2.091650
H8 1.103918 -3.781739 -3.201594
H9 -0.909499 0.301616 -2.943061
H10 -3.417615 0.312421 -2.947593
C10 0.810916 1.808639 -0.718005
C11 0.623696 2.658083 0.473760
C12 1.092117 2.303866 1.740708
C13 0.922519 3.068659 3.003724
C14 1.444258 2.281075 4.094187
C15 1.901129 1.007574 3.563458
C16 1.663948 0.992303 2.141904
Fe1 -0.008189 1.357777 3.106656
C17 -1.544025 0.521960 2.153480
C18 -1.875564 1.846583 2.652308
C19 -1.640031 1.860456 4.087235
C20 -1.161286 0.541626 4.476478
C21 -1.102497 -0.283383 3.279889
H11 0.107029 2.119919 -1.499120
H12 1.822255 1.889879 -1.144781
H13 0.646365 0.740672 -0.517073
H14 0.213784 3.659225 0.352172
H15 0.550133 4.089377 3.017312
H16 1.528832 2.593780 5.132992
H17 2.392432 0.223281 4.135444
H18 1.949355 0.239187 1.415231
H19 -1.689028 0.173824 1.131620
H20 -2.292740 2.658890 2.060001
H21 -1.843173 2.694616 4.756645
H22 -0.947761 0.212219 5.491405
H23 -0.850255 -1.340913 3.240055

Atoms 1-2, force components in eV/Å:
-0.45 -0.05 0.00
0.95 0.08 0.00

Results of the natural (NBO) charge analysis, in e, for atoms 1 through 4: C -0.3213; C -0.2066; C -0.2994; C -0.0969


The following is a quantum chemistry calculation of a structure of composition C21H23N2O13P2S2Tc in a non-equilibrium geometry, from the OMol25 dataset.

Its expectation value of S² is 0.756. As for the multiplicity: 2. The calculation puts the orbital gap (spin up / spin down) at 5.3 / 5.8 eV. Its total charge is -1. For the HOMO energy (spin up / spin down), the calculation gives -5.75 / -5.73 eV. The value obtained for the LUMO energy (spin up / spin down) is -0.41 / 0.02 eV.

Element x y z (Å)
Tc1 -0.196048 0.179143 -0.539354
O1 3.345751 -0.094524 -2.933584
P1 3.028308 0.266838 -1.415306
O2 4.002324 1.194175 -0.853267
O3 1.534476 0.702359 -1.387567
O4 3.056562 -1.180523 -0.660281
P2 1.829262 -2.223792 -0.753529
O5 1.477327 -2.167366 -2.322974
O6 2.188430 -3.565929 -0.321897
O7 0.681676 -1.487105 0.016769
H1 2.770657 -0.831084 -3.211315
H2 0.547800 -1.931615 -2.498675
O8 -1.363229 1.469600 -1.588871
S1 -2.735077 1.971967 -1.147854
O9 -2.974871 3.275598 -1.696562
O10 -2.946389 1.822280 0.261848
C1 -3.870692 0.886943 -2.012662
C2 -5.021429 1.485837 -2.507706
C3 -5.942679 0.737488 -3.220306
C4 -5.716981 -0.612563 -3.451578
C5 -4.579371 -1.220491 -2.951466
C6 -3.656323 -0.474102 -2.231115
S2 -2.302644 -1.377011 -1.508617
O11 -2.733507 -2.736134 -1.457583
O12 -1.067650 -1.143881 -2.300888
O13 -2.072407 -0.727275 -0.187332
H3 -5.159062 2.544144 -2.332070
H4 -6.838053 1.211335 -3.603050
H5 -6.435338 -1.194451 -4.015065
H6 -4.398725 -2.277112 -3.094039
C7 2.625944 -1.015466 2.973528
C8 1.904299 -0.393067 4.173506
C9 0.696979 -1.210061 4.576671
C10 0.772986 -2.031080 5.693035
C11 -0.285207 -2.847260 6.061335
C12 -1.413326 -2.884269 5.264182
C13 -1.522607 -2.101667 4.116786
C14 -2.719969 -2.288969 3.219794
C15 -2.591198 -3.613495 2.452969
C16 -0.484985 -1.218531 3.797660
N1 -0.539414 -0.350180 2.685948
C17 -0.660178 0.891908 2.903004
C18 -0.330200 1.926966 1.959197
C19 -0.153315 3.252453 2.250746
C20 0.430044 3.873671 1.109835
C21 0.599246 2.901215 0.168706
N2 0.138643 1.700611 0.664207
H7 3.520988 -0.446325 2.712644
H8 1.969298 -1.030042 2.103997
H9 2.920034 -2.044548 3.192160
H10 1.620605 0.626917 3.916731
H11 2.584974 -0.325867 5.024414
H12 1.683560 -2.030955 6.283194
H13 -0.223525 -3.456852 6.955363
H14 -2.239749 -3.540507 5.521519
H15 -2.787337 -1.468288 2.510759
H16 -3.634130 -2.301952 3.817723
H17 -1.703328 -3.594359 1.816494
H18 -3.456001 -3.782658 1.809629
H19 -2.496029 -4.452192 3.145175
H20 -0.938072 1.256375 3.901843
H21 -0.406085 3.727389 3.188017
H22 0.713439 4.909800 1.007071
H23 1.015320 2.961539 -0.822542

Atoms 1-2, force components in eV/Å:
0.71 -0.59 -0.44
-0.20 -0.16 0.07

Results of the natural (NBO) charge analysis, in e, for atoms 1 through 4: Tc 1.6124; O -0.9931; P 2.5668; O -1.0820


The following is a quantum chemistry calculation of the molecule C21H23N3OS in a non-equilibrium geometry, from the OMol25 dataset.

The SMILES is [H]/N=C1/S[C@H](C(=O)[C@]23C[C@H]4C[C@H](C[C@H](C4)C2)C3)[C@@H](c2ccncc2)[C@H]1C#N. The calculation puts the orbital gap at 9.6 eV. Its total charge is 0. For the HOMO energy, the calculation gives -9.48 eV. The value obtained for the LUMO energy is 0.12 eV.

Element x y z (Å)
H1 1.014693 -5.827110 -2.572856
N1 1.452064 -5.507488 -1.704858
C1 1.393747 -4.225129 -1.430902
S1 2.060131 -3.421714 -0.055984
C2 1.162717 -1.848707 -0.401068
C3 0.577175 -1.247061 0.826616
O1 -0.105224 -2.087463 1.450029
C4 0.387920 0.216953 1.277735
C5 1.430783 1.259434 0.691169
C6 1.095138 2.662201 1.231015
C7 -0.421997 2.925820 0.901293
C8 -1.425915 2.080592 1.694967
C9 -1.170010 2.193388 3.202905
C10 0.282801 1.725169 3.451835
C11 1.269416 2.672176 2.773646
C12 0.576905 0.259783 2.871020
C13 -1.167320 0.655278 1.113381
C14 0.048712 -2.217933 -1.437033
C15 -0.759077 -1.153791 -2.294266
C16 -2.156847 -1.121832 -2.315229
C17 -2.728828 -0.149611 -3.017958
N2 -2.129995 0.816843 -3.677243
C18 -0.777980 0.951499 -3.503369
C19 -0.048151 -0.062502 -2.767407
C20 0.614487 -3.355407 -2.337060
C21 1.487425 -2.961728 -3.433492
N3 2.091234 -2.665549 -4.364542
H2 1.878860 -1.149997 -0.842017
H3 2.322550 0.835350 1.057905
H4 1.360953 1.287393 -0.350825
H5 1.754560 3.380845 0.778333
H6 -0.740225 2.882786 -0.092484
H7 -0.529362 4.021168 1.143513
H8 -2.452434 2.416228 1.503360
H9 -1.779998 1.456537 3.765112
H10 -1.399848 3.200272 3.580617
H11 0.607724 1.698778 4.510143
H12 2.207193 2.347832 3.171678
H13 1.078459 3.739210 3.066477
H14 1.648253 -0.023209 3.150677
H15 -0.000919 -0.386802 3.342239
H16 -1.372383 0.669261 0.070422
H17 -1.844887 -0.059455 1.550240
H18 -0.780736 -2.737498 -0.890986
H19 -2.787879 -1.954589 -1.919404
H20 -3.763582 -0.293611 -3.054008
H21 -0.226997 1.823008 -3.916787
H22 1.022188 0.138520 -2.988818
H23 -0.255495 -3.858133 -2.807729

Atoms 1-2, force components in eV/Å:
-0.03 0.74 0.23
1.02 2.09 1.84

Results of the natural (NBO) charge analysis, in e, for atoms 1 through 4: H 0.3499; N -0.6268; C 0.1086; S 0.3808


The following is a quantum chemistry calculation of a cluster of 5 separate species, C21H23N5O2 in total in a non-equilibrium geometry, from the OMol25 dataset.

The SMILES is C[N+](=O)[O-].c1ccncc1.c1ccncc1.c1ccncc1.c1ccncc1. The calculation puts the orbital gap at 10.0 eV. Its total charge is 0. For the HOMO energy, the calculation gives -9.47 eV. The value obtained for the LUMO energy is 0.51 eV.

Element x y z (Å)
C1 9.152638 -11.173418 5.000454
N1 9.916230 -11.641462 3.797897
O1 9.385962 -12.533016 3.162339
O2 10.985504 -11.164999 3.588779
H1 8.149162 -11.672991 4.997817
H2 9.041678 -10.092436 5.087215
H3 9.694989 -11.529383 5.817797
C2 8.159585 -16.624917 0.207772
C3 9.046019 -15.887131 0.981444
C4 8.645775 -15.191738 2.083583
N2 7.397048 -15.281830 2.494988
C5 6.498046 -15.959298 1.786338
C6 6.805695 -16.708261 0.648044
H4 8.560062 -17.195121 -0.603390
H5 10.049585 -15.774047 0.617473
H6 9.366931 -14.627900 2.640523
H7 5.468512 -15.945436 2.191297
H8 5.980588 -17.193810 0.100936
C7 8.365885 -11.323496 0.796801
C8 9.036126 -10.096117 0.946175
C9 8.274983 -9.080271 1.558666
N3 7.061066 -9.215495 2.104412
C10 6.581273 -10.418983 2.066786
C11 7.157710 -11.491882 1.422273
H9 8.825201 -12.158904 0.287732
H10 10.052606 -10.061865 0.596725
H11 8.774460 -8.130008 1.793978
H12 5.646321 -10.667117 2.600195
H13 6.708958 -12.424322 1.441826
C12 13.035423 -13.000209 1.475736
C13 12.853304 -14.115473 2.323914
C14 13.384502 -15.357003 1.985239
N4 14.035826 -15.566288 0.774894
C15 14.319689 -14.484683 0.037970
C16 13.833871 -13.206203 0.400983
H14 12.594170 -12.057975 1.606945
H15 12.285579 -13.966269 3.230437
H16 13.247532 -16.221299 2.654907
H17 14.905144 -14.696078 -0.861741
H18 13.905707 -12.373440 -0.297563
C17 12.189526 -15.843969 6.000210
C18 10.826407 -15.658675 6.054439
C19 10.313795 -14.374544 6.170399
N5 11.134675 -13.256801 6.112270
C20 12.441879 -13.455976 6.035068
C21 13.016771 -14.749136 6.001487
H19 12.642090 -16.799712 5.833361
H20 10.127285 -16.488093 5.946774
H21 9.237634 -14.238268 6.194190
H22 13.049797 -12.591586 5.739273
H23 14.111926 -14.940880 6.033268

Atoms 1-2, force components in eV/Å:
-2.07 -0.02 -0.72
-2.09 -0.31 1.04

Results of the natural (NBO) charge analysis, in e, for atoms 1 through 4: C -0.5019; N 0.5613; O -0.4018; O -0.3772


The following is a quantum chemistry calculation of a structure of composition C21H23N7OPtSe, from the OMol25 dataset.

Its expectation value of S² is 2.019. As for the multiplicity: 3. The calculation puts the orbital gap (spin up / spin down) at 6.8 / 6.9 eV. Its total charge is 0. For the HOMO energy (spin up / spin down), the calculation gives -6.40 / -6.73 eV. The value obtained for the LUMO energy (spin up / spin down) is 0.40 / 0.21 eV.

Element x y z (Å)
Pt1 0.110017 -0.852638 -0.513990
C1 -1.167205 0.665270 2.287385
N1 -1.571391 -0.509696 1.550474
C2 -1.650027 -1.754478 2.274853
C3 -0.288692 -2.362617 2.435235
N2 0.744044 -1.995219 1.742541
C4 1.779721 -2.829361 2.138175
C5 3.100074 -2.878357 1.703347
C6 3.926122 -3.825543 2.276884
C7 3.454806 -4.708939 3.259169
C8 2.143577 -4.675425 3.697307
C9 1.319828 -3.719989 3.115573
N3 -0.015068 -3.391975 3.293602
C10 0.075369 1.286694 1.722707
N4 0.724289 0.844321 0.685649
C11 1.755294 1.743042 0.450659
C12 2.727468 1.746355 -0.542153
C13 3.644155 2.780117 -0.524441
C14 3.597130 3.784833 0.453215
C15 2.631438 3.790205 1.443278
C16 1.713286 2.748684 1.418452
N5 0.628534 2.426772 2.220711
H1 -1.005542 0.424154 3.343666
H2 -1.948546 1.431086 2.250111
H3 -2.358689 -0.326963 0.947438
H4 -2.264616 -2.446275 1.693994
H5 -2.122501 -1.651575 3.264063
H6 3.444479 -2.199073 0.934967
H7 4.957934 -3.897216 1.959397
H8 4.133715 -5.439316 3.679354
H9 1.783610 -5.367034 4.447866
H10 -0.673072 -3.854565 3.894838
H11 2.737504 0.962767 -1.288974
H12 4.416751 2.820572 -1.280729
H13 4.336590 4.574472 0.432860
H14 2.595576 4.569754 2.192830
H15 0.272988 2.959066 2.994433
Se1 -0.010850 -2.074075 -2.370341
N6 -2.445194 1.277043 -0.564207
C17 -2.632526 1.248514 -1.704631
N7 -2.850747 1.224998 -3.005284
C18 -4.208546 1.254820 -3.537753
C19 -4.170841 2.009968 -4.854831
O1 -3.249151 1.419837 -5.750447
C20 -1.929594 1.419656 -5.220116
C21 -1.860508 0.645793 -3.919397
H16 -4.871702 1.739086 -2.822548
H17 -4.558303 0.230965 -3.713575
H18 -3.894493 3.056148 -4.667804
H19 -5.145352 1.981141 -5.340801
H20 -1.597093 2.453199 -5.058751
H21 -1.293641 0.955132 -5.971469
H22 -0.875629 0.694458 -3.458959
H23 -2.094780 -0.408593 -4.093833

Atoms 1-2, force components in eV/Å:
0.26 -0.26 0.08
-0.07 0.10 -0.01

Results of the natural (NBO) charge analysis, in e, for atoms 1 through 4: Pt 0.3246; C -0.2687; N -0.6297; C -0.2581


- Which value of total charge does entry 2 give?
  -1


- Look up the total charge of the third one.
  0